Computed, not measured: 10 unconnected molecules or ions with the total composition C5H29NO10S, with wB97M-V/def2-TZVPD.

ORCA input file:
```
! RIJCOSX wB97M-V def2-TZVPD def2/J DEFGRID3
* xyz 0 1
O 0.18281 -0.67668 -0.54793
C -0.96935 -0.27148 -0.73034
N -1.74680 -0.30094 0.39815
C -3.12499 0.17530 0.59702
C -3.06209 1.32629 1.64027
C -2.77657 0.79177 3.07079
S -3.35150 -0.95328 3.52343
C -1.47186 0.33898 -1.99936
H -1.32521 -0.58120 1.25955
H -3.57595 0.36502 -0.42572
H -3.76731 -0.69873 0.81774
H -2.02314 1.75725 1.56795
H -3.83331 2.05452 1.65463
H -1.78625 1.04945 3.45437
H -3.35884 1.41275 3.74034
H -3.40604 -1.65220 2.37420
H -0.95498 1.21241 -2.35179
H -1.50966 -0.29190 -2.87569
H -2.52003 0.71170 -1.84603
H 3.15044 1.56927 0.86074
H 2.79923 0.85316 -0.39461
O 2.37385 1.30609 0.35819
H -2.51896 3.68812 -2.85036
H -1.18222 4.20095 -2.29104
O -1.57457 3.75461 -3.05600
H 3.27697 -2.08177 -1.93948
H 2.16867 -1.25672 -2.45715
O 2.95915 -1.69716 -2.77144
H 3.05111 1.78714 -3.00266
H 3.69524 0.47799 -2.47782
O 3.15720 1.24836 -2.20637
H 2.43564 -3.65144 0.00376
H 1.56322 -4.96676 0.21164
O 2.22754 -4.38618 0.59164
H 1.30679 -0.91396 1.08746
H 2.29553 0.02061 1.72303
O 1.97626 -0.91922 1.77184
H 2.69492 -1.48107 0.21271
H 4.20853 -1.34965 0.56977
O 3.61817 -1.67914 -0.09830
H -0.33854 -2.45782 0.70122
H 0.10365 -3.70504 1.44421
O -0.66579 -3.17295 1.24790
H -0.12303 3.07714 0.22288
H 1.19244 2.63284 -0.35063
O 0.52960 3.33356 -0.43274
*
```

Values from the calculation:
orbital gap = 9.459 eV
E_HOMO = -9.311 eV
E_LUMO = 0.1 eV
energy relative to the best compared isomer or geometry (same formula, charge and spin) = 1.259 eV

=====

Computed, not measured: 2 unconnected molecules or ions with the total composition C5H2Cl2F6O, with wB97M-V/def2-TZVPD.

ORCA input file:
```
! RIJCOSX wB97M-V def2-TZVPD def2/J DEFGRID3
* xyz 0 1
C 0.42069 -2.21803 -0.76337
C -0.61864 -1.44415 -0.81591
C -0.38158 0.76543 0.36563
C 0.27017 0.39362 1.66043
C 0.56278 1.46300 -0.61598
O -1.70822 1.08564 0.32269
F 1.50270 -0.07454 1.58880
F 0.40554 1.52783 2.36663
F -0.50334 -0.34696 2.50211
F -0.06916 1.77141 -1.74028
F 1.58009 0.69102 -0.93580
F 1.09996 2.50580 0.02076
Cl 0.25132 -3.88371 -1.43579
Cl -2.15933 -1.35911 -1.38404
H 1.49095 -1.83340 -0.48722
H -2.14392 0.95614 -0.64868
*
```

Values from the calculation:
orbital gap (alpha / beta) = 8.157 / 8.428 eV
E_HOMO (alpha / beta) = -9.458 / -9.483 eV
E_LUMO (alpha / beta) = -1.3 / -1.1 eV

=====

Computed, not measured: a single C5H2F4O4 molecule, with wB97M-V/def2-TZVPD.

ORCA input file:
```
! RIJCOSX wB97M-V def2-TZVPD def2/J DEFGRID3
* xyz 0 1
C -1.40914 -1.36048 0.20695
C -2.28079 0.55651 -0.58794
C -0.50201 -0.16723 0.56153
C 1.17924 -0.46990 -0.09574
C 1.93716 0.83888 -0.07002
O -1.26337 -2.50599 0.45050
O -3.04286 1.27371 -1.11306
O -2.43678 -0.80690 -0.47965
O -1.10666 0.91988 -0.01323
F -0.35315 -0.01221 1.89142
F 1.54041 1.66629 -1.04231
F 3.24861 0.61802 -0.26752
F 1.82350 1.49345 1.08187
H 1.06266 -0.84253 -1.10418
H 1.60316 -1.20147 0.58137
*
```

Values from the calculation:
orbital gap = 11.768 eV
E_HOMO = -11.774 eV
E_LUMO = 0.0 eV
energy relative to the best compared isomer or geometry (same formula, charge and spin) = 0.000 eV

=====

Computed, not measured: a molecular structure, C5H2HgO6, with wB97M-V/def2-TZVPD.

ORCA input file:
```
! RIJCOSX wB97M-V def2-TZVPD def2/J DEFGRID3
* xyz 2 1
O 0.00340 0.00251 -4.31795
C 0.01127 0.00854 -3.17210
Hg 0.00665 0.00493 0.03698
O 2.38291 -3.04295 -0.01936
C 1.68213 -2.15241 0.02252
C -1.68844 2.14942 0.02296
O -2.38406 3.04139 -0.01923
C -2.18898 -1.71509 0.06361
O -3.07787 -2.41143 -0.01798
C 2.11415 1.65634 -0.00882
O 3.00987 2.35818 -0.01283
O 0.04210 0.03399 3.25464
H 0.92664 -0.28256 2.92553
H -0.03697 0.96882 2.92522
*
```

Values from the calculation:
orbital gap = 7.708 eV
E_HOMO = -19.776 eV
E_LUMO = -12.1 eV
energy relative to the best compared isomer or geometry (same formula, charge and spin) = 0.527 eV

=====

Computed, not measured: 2 unconnected molecules or ions with the total composition C5H2N, with wB97M-V/def2-TZVPD.

ORCA input file:
```
! RIJCOSX wB97M-V def2-TZVPD def2/J DEFGRID3
* xyz 1 1
C 3.37025 0.29242 0.16816
C 4.48530 -0.24437 -0.05683
C -1.95641 -0.15156 0.41256
C -2.27123 0.80819 -0.23494
C 1.99900 0.44917 0.00251
N 0.86111 0.75433 0.16332
H -1.68996 -1.02304 1.04790
H 3.71052 0.95662 1.05776
*
```

Values from the calculation:
orbital gap (alpha / beta) = 3.883 / 5.301 eV
E_HOMO (alpha / beta) = -15.134 / -15.533 eV
E_LUMO (alpha / beta) = -11.3 / -10.2 eV
energy relative to the best compared isomer or geometry (same formula, charge and spin) = 7.232 eV

=====

Computed, not measured: 2 unconnected molecules or ions with the total composition C5H2N, with wB97M-V/def2-TZVPD.

ORCA input file:
```
! RIJCOSX wB97M-V def2-TZVPD def2/J DEFGRID3
* xyz 1 1
C 2.01896 0.68316 -0.19779
C 3.13588 0.62002 0.12740
C -2.10174 1.15416 -0.18553
C -1.33706 0.20178 -0.06834
C 0.42043 -1.46267 0.16743
N -0.48164 -0.74857 0.11549
H -2.94527 1.78257 -0.03997
H 1.29044 -2.23045 0.08130
*
```

Values from the calculation:
orbital gap (alpha / beta) = 8.746 / 8.221 eV
E_HOMO (alpha / beta) = -15.702 / -15.724 eV
E_LUMO (alpha / beta) = -7.0 / -7.5 eV
energy relative to the best compared isomer or geometry (same formula, charge and spin) = 6.172 eV

=====

Computed, not measured: a single C5H2N2O molecule, with wB97M-V/def2-TZVPD.

ORCA input file:
```
! RIJCOSX wB97M-V def2-TZVPD def2/J DEFGRID3
* xyz 0 1
C 1.56893 -0.18091 -0.08645
C 0.20560 -1.00615 0.14145
C -0.68675 0.03271 0.05385
C -0.00786 1.36664 0.01326
C -2.07387 -0.16606 0.01687
H 0.00760 -2.05078 0.11137
H -0.78806 2.22270 0.22570
N 1.24370 1.23928 -0.01824
N -3.23231 -0.38380 -0.10077
O 2.58305 -0.80470 -0.04222
*
```

Values from the calculation:
orbital gap = 8.648 eV
E_HOMO = -10.666 eV
E_LUMO = -2.0 eV
energy relative to the best compared isomer or geometry (same formula, charge and spin) = 0.483 eV

=====

Computed, not measured: a single C5H2NO5PS molecule, with wB97M-V/def2-TZVPD.

ORCA input file:
```
! RIJCOSX wB97M-V def2-TZVPD def2/J DEFGRID3
* xyz 0 1
O -1.06639 -2.78376 1.03857
C -0.78951 -1.67586 0.98711
O -0.96329 -0.78411 2.02808
C -1.00400 0.49873 1.53858
O -1.45083 1.43531 2.02863
C -0.32948 0.46310 0.16737
P 0.28070 1.82980 -0.93491
O 1.92907 1.61730 -0.85965
O -0.09447 3.22424 -0.14911
C -0.22282 -0.82404 -0.13979
N 0.35149 -1.21434 -1.38188
C 0.72042 -2.36584 -1.42357
S 1.35013 -3.76532 -1.62286
H 2.06397 0.69502 -0.59005
H -0.77500 3.64978 -0.68651
*
```

Values from the calculation:
orbital gap = 7.921 eV
E_HOMO = -9.035 eV
E_LUMO = -1.1 eV

=====

Computed, not measured: a single C5H2NO6PS molecule, with wB97M-V/def2-TZVPD.

ORCA input file:
```
! RIJCOSX wB97M-V def2-TZVPD def2/J DEFGRID3
* xyz 0 1
O 3.55908 -0.03646 1.02243
C 2.49252 -0.28761 0.40334
O 2.27524 -1.33833 -0.57830
C 0.88743 -1.67458 -0.42332
O 0.50752 -2.84199 -0.68775
C 0.05947 -0.39240 0.04056
P -1.80637 -0.19580 -0.10200
O -2.25006 0.69215 -1.28593
O -2.43365 -1.79278 -0.27911
O -2.37385 0.37163 1.40073
C 1.08533 0.46551 0.53452
N 0.80554 1.84044 1.05946
C 0.77936 2.63324 0.00355
S 0.83284 3.41559 -1.47359
H -1.93712 -2.20878 -1.03300
H -2.48327 1.35017 1.39842
*
```

Values from the calculation:
orbital gap = 8.581 eV
E_HOMO = -10.688 eV
E_LUMO = -2.1 eV

=====

Computed, not measured: a single C5H2O molecule, with wB97M-V/def2-TZVPD.

ORCA input file:
```
! RIJCOSX wB97M-V def2-TZVPD def2/J DEFGRID3
* xyz 0 1
O -1.00951 -1.47289 1.62738
C -0.64876 -0.49591 1.02682
C -0.49092 1.50648 -2.45555
C 0.43650 1.02023 -1.70925
C 0.73239 0.34709 -0.64509
C 0.73353 -0.35430 0.45597
H -1.31760 0.36116 0.82401
H 1.56437 -0.91188 0.87570
*
```

Values from the calculation:
orbital gap = 8.226 eV
E_HOMO = -10.122 eV
E_LUMO = -1.9 eV
energy relative to the best compared isomer or geometry (same formula, charge and spin) = 2.041 eV

=====

Computed, not measured: a single C5H2O molecule, with wB97M-V/def2-TZVPD.

ORCA input file:
```
! RIJCOSX wB97M-V def2-TZVPD def2/J DEFGRID3
* xyz 0 1
O -2.83049 -0.45646 -0.06785
C -1.89739 0.25015 0.23639
C -0.54353 0.02801 -0.22034
C 0.57997 -0.15030 -0.65005
C 1.91460 -0.38709 -1.20643
C 2.25154 -0.26070 -0.00502
H -2.03296 1.12569 0.89557
H 2.55826 -0.14930 1.01772
*
```

Values from the calculation:
orbital gap = 9.021 eV
E_HOMO = -9.806 eV
E_LUMO = -0.8 eV
energy relative to the best compared isomer or geometry (same formula, charge and spin) = 2.356 eV

=====

Computed, not measured: a single C5H2O3 molecule, with wB97M-V/def2-TZVPD.

ORCA input file:
```
! RIJCOSX wB97M-V def2-TZVPD def2/J DEFGRID3
* xyz 0 1
C -1.20004 0.63457 0.02465
C -1.62237 -0.67083 -0.01119
C 0.19215 0.49805 0.11285
C 0.52165 -0.83221 0.11255
C 2.28151 0.27625 -0.03494
O 3.38507 -0.02692 -0.21929
O -0.59935 -1.55071 0.02696
O 1.44617 1.21728 0.09347
H -1.79180 1.52318 -0.02653
H -2.61298 -1.06867 -0.07854
*
```

Values from the calculation:
orbital gap = 9.095 eV
E_HOMO = -8.747 eV
E_LUMO = 0.3 eV
energy relative to the best compared isomer or geometry (same formula, charge and spin) = 2.641 eV

=====

Repeat the seventh record exactly.
Computed, not measured: a single C5H2N2O molecule, with wB97M-V/def2-TZVPD.

ORCA input file:
```
! RIJCOSX wB97M-V def2-TZVPD def2/J DEFGRID3
* xyz 0 1
C 1.56893 -0.18091 -0.08645
C 0.20560 -1.00615 0.14145
C -0.68675 0.03271 0.05385
C -0.00786 1.36664 0.01326
C -2.07387 -0.16606 0.01687
H 0.00760 -2.05078 0.11137
H -0.78806 2.22270 0.22570
N 1.24370 1.23928 -0.01824
N -3.23231 -0.38380 -0.10077
O 2.58305 -0.80470 -0.04222
*
```

Values from the calculation:
orbital gap = 8.648 eV
E_HOMO = -10.666 eV
E_LUMO = -2.0 eV
energy relative to the best compared isomer or geometry (same formula, charge and spin) = 0.483 eV

=====

- Which formula does entry 8 have?
  C5H2NO5PS